119
Properties=species:S:1:pos:R:3:forces:R:3 method="wB97M-V/def2-TZVPD" e_tot_ha=-5317.437844 homo_ev=-4.11 charge=-1
Cs 0.127 -0.088 -1.710 3.229 2.457 0.304
F -5.230 -1.870 -2.151 -0.025 -0.012 -0.020
C -4.526 -0.866 -1.639 0.053 0.008 -0.077
F -4.634 0.186 -2.444 0.026 0.061 -0.010
F -5.036 -0.549 -0.447 -0.002 0.011 0.050
S -2.772 -1.395 -1.418 -0.892 -0.317 0.064
O -2.122 -0.342 -0.676 -2.063 -0.165 0.773
O -2.862 -2.682 -0.796 -0.015 -0.022 0.015
N -2.313 -1.404 -2.924 -0.030 -0.106 0.025
S -1.285 -2.496 -3.415 -0.088 -0.386 -0.603
O -1.784 -3.826 -3.530 -0.088 -0.002 -0.014
O 0.013 -2.272 -2.812 -0.148 -2.322 -1.296
C -1.058 -1.918 -5.161 -0.046 -0.012 -0.029
F -0.548 -2.928 -5.864 0.008 -0.023 -0.012
F -0.204 -0.896 -5.231 -0.070 0.138 0.128
F -2.213 -1.553 -5.709 0.001 -0.019 -0.018
C 0.956 -2.800 1.565 -0.099 0.181 0.017
C 0.008 -2.805 0.366 0.213 -0.093 -0.032
P 0.046 -4.329 -0.706 0.262 -0.066 0.325
C 0.139 -5.559 0.674 -0.121 0.036 -0.038
C -1.096 -5.955 1.191 0.023 0.025 -0.038
C -1.177 -6.814 2.277 0.005 -0.008 0.017
C -0.017 -7.308 2.857 -0.001 0.003 -0.013
C 1.218 -6.932 2.346 0.000 -0.003 0.010
C 1.295 -6.062 1.267 0.014 -0.006 0.010
C 1.792 -4.346 -1.280 -0.025 -0.037 -0.012
C 2.278 -5.559 -1.775 0.011 0.019 0.026
C 3.566 -5.671 -2.269 -0.001 0.009 -0.009
C 4.399 -4.559 -2.294 0.003 -0.002 0.012
C 3.922 -3.342 -1.835 0.003 0.024 -0.044
C 2.628 -3.234 -1.340 0.018 0.003 -0.019
P 1.042 -1.073 2.235 0.129 -0.009 0.083
C 1.586 -1.366 3.968 0.016 0.064 -0.037
C 2.631 -0.640 4.541 -0.008 -0.024 -0.022
C 2.946 -0.788 5.884 -0.008 -0.006 0.013
C 2.221 -1.662 6.681 0.019 0.007 -0.010
C 1.169 -2.378 6.126 0.003 0.001 0.009
C 0.849 -2.223 4.786 -0.033 0.003 0.008
C 2.618 -0.507 1.473 -0.034 0.047 0.025
C 3.775 -1.289 1.430 0.024 0.004 -0.009
C 4.923 -0.819 0.815 0.008 -0.011 0.004
C 4.936 0.444 0.229 -0.029 0.008 0.015
C 3.803 1.238 0.281 0.019 0.029 -0.029
C 2.655 0.765 0.909 0.013 0.016 -0.054
H 1.950 -3.158 1.299 0.008 -0.034 0.019
H 0.571 -3.463 2.339 0.003 -0.007 0.018
H 0.168 -1.919 -0.268 -0.010 -1.033 0.601
H -1.019 -2.718 0.721 -0.031 0.019 -0.034
H -2.002 -5.576 0.728 -0.017 -0.021 0.015
H -2.145 -7.105 2.667 -0.006 0.008 -0.009
H -0.074 -7.985 3.701 0.000 0.004 0.003
H 2.127 -7.310 2.797 0.004 0.000 -0.010
H 2.268 -5.770 0.891 -0.003 0.008 -0.010
H 1.630 -6.429 -1.765 0.017 -0.014 -0.003
H 3.921 -6.624 -2.642 -0.009 -0.004 0.002
H 5.409 -4.641 -2.676 -0.002 0.005 -0.008
H 4.553 -2.462 -1.864 -0.003 0.003 0.009
H 2.296 -2.254 -1.016 -0.058 -0.098 0.122
H 3.206 0.043 3.928 0.011 0.000 0.021
H 3.762 -0.217 6.309 0.004 0.002 -0.006
H 2.471 -1.782 7.727 -0.007 0.002 0.003
H 0.590 -3.056 6.742 -0.010 -0.001 -0.010
H 0.005 -2.769 4.380 0.004 -0.008 -0.013
H 3.783 -2.272 1.886 -0.007 -0.006 -0.006
H 5.809 -1.441 0.784 -0.001 0.000 0.000
H 5.829 0.802 -0.267 0.002 0.006 0.003
H 3.792 2.219 -0.177 -0.011 -0.008 -0.023
H 1.779 1.404 0.947 -0.035 -0.054 -0.044
C -0.007 5.441 -4.223 -0.029 -0.036 0.026
Si -0.220 3.632 -4.665 -0.045 -0.025 -0.029
C 1.242 3.031 -5.678 -0.022 0.042 0.016
C -1.801 3.453 -5.685 0.067 -0.017 -0.010
C -0.383 2.578 -3.134 0.242 0.243 0.126
H 0.168 6.046 -5.117 -0.012 0.003 -0.004
H 0.835 5.561 -3.541 0.007 -0.010 0.000
H -0.904 5.820 -3.725 0.002 0.000 0.000
H 1.357 3.604 -6.601 -0.007 -0.008 -0.011
H 1.115 1.978 -5.944 -0.002 0.003 -0.013
H 2.159 3.121 -5.094 -0.013 -0.003 0.014
H -1.865 4.202 -6.479 0.008 -0.011 -0.014
H -2.678 3.568 -5.043 -0.001 0.024 0.004
H -1.856 2.465 -6.149 -0.018 -0.002 0.008
H -1.299 2.836 -2.593 -0.125 -0.095 -0.154
H -0.446 1.520 -3.407 -0.333 0.404 -0.583
S 1.069 2.820 -2.042 0.356 0.816 -0.256
Sb -0.928 2.424 0.423 -0.262 0.571 0.856
C -2.548 3.489 -0.516 0.021 -0.050 -0.006
C -2.382 4.813 -0.921 0.023 -0.021 0.020
C -3.369 5.456 -1.655 -0.039 -0.007 -0.002
C -4.540 4.787 -1.990 0.014 -0.003 -0.006
C -4.716 3.470 -1.592 -0.019 0.017 -0.021
C -3.721 2.826 -0.870 0.033 0.003 0.016
C -0.210 4.238 1.369 0.103 -0.115 -0.079
C 0.949 4.863 0.910 -0.011 -0.060 0.029
C 1.378 6.061 1.469 0.024 0.028 0.023
C 0.654 6.653 2.493 -0.018 -0.012 -0.011
C -0.503 6.040 2.958 0.005 -0.006 0.017
C -0.929 4.842 2.401 0.029 0.003 -0.020
C -1.932 1.796 2.262 -0.072 0.052 -0.001
C -1.102 1.620 3.372 -0.005 0.018 -0.025
C -1.564 1.034 4.541 -0.001 -0.017 -0.010
C -2.881 0.596 4.619 0.005 0.000 0.021
C -3.722 0.763 3.529 -0.007 0.015 -0.010
C -3.249 1.358 2.364 0.026 0.034 -0.032
H -1.469 5.341 -0.674 -0.002 0.009 -0.011
H -3.225 6.482 -1.973 0.021 0.002 0.010
H -5.309 5.289 -2.564 0.001 0.002 -0.004
H -5.622 2.939 -1.860 0.006 -0.022 0.010
H -3.850 1.788 -0.593 -0.028 -0.014 -0.031
H 1.496 4.419 0.086 0.001 0.033 -0.013
H 2.278 6.539 1.099 0.001 -0.020 -0.019
H 0.983 7.592 2.922 0.006 -0.006 0.008
H -1.076 6.497 3.756 -0.007 -0.001 -0.004
H -1.832 4.374 2.773 -0.016 0.009 0.002
H -0.068 1.952 3.324 0.000 -0.024 0.023
H -0.895 0.903 5.383 0.003 0.005 -0.005
H -3.245 0.126 5.524 -0.007 0.000 -0.001
H -4.751 0.425 3.581 0.000 0.000 0.005
H -3.927 1.479 1.526 -0.013 -0.026 0.024


24
Properties=species:S:1:pos:R:3:forces:R:3 method="wB97M-V/def2-TZVPD" e_tot_ha=-1927.969924 s_squared=8.776 multiplicity=6 homo_ev="0.33 / -0.74" charge=-2
Y 0.719 -0.235 -1.965 -0.844 0.850 0.004
Cl 1.892 -2.222 -0.849 0.127 -0.207 0.198
C 2.431 1.189 -2.765 0.991 0.160 -0.207
C -0.475 -1.064 -3.821 -0.205 -0.833 -0.721
H 2.329 1.592 -3.786 -0.053 -0.079 0.042
H 2.509 2.069 -2.108 -0.070 0.009 0.040
H 3.440 0.711 -2.721 -0.428 0.165 -0.062
H -0.395 -0.496 -4.762 0.055 0.009 0.075
H -1.550 -1.099 -3.587 -0.002 0.061 0.071
H -0.202 -2.119 -4.073 -0.060 0.464 0.082
Mn -0.468 0.341 0.822 0.729 1.023 0.192
C -1.884 -1.039 0.915 -0.640 -1.200 0.316
C -0.887 1.372 -0.778 -0.146 0.080 -1.270
H -2.677 -0.602 0.285 -0.037 -0.561 0.406
H -1.519 -2.032 0.582 -0.603 0.310 0.310
H -2.049 -0.968 2.017 -0.444 -0.487 -0.699
H -2.014 1.207 -0.967 1.580 0.558 0.057
H -0.495 2.402 -0.940 -0.567 -0.386 -0.214
B 0.188 0.122 5.257 -0.337 -0.393 1.951
C 0.248 0.280 3.774 0.880 0.656 -3.725
N 0.366 0.399 2.612 0.087 -0.215 2.925
H 1.182 -0.505 5.605 -0.162 0.045 0.016
H -0.842 -0.522 5.448 0.192 0.101 0.288
H 0.153 1.218 5.805 -0.043 -0.130 -0.074


148
Properties=species:S:1:pos:R:3:forces:R:3 method="wB97M-V/def2-TZVPD" e_tot_ha=-4837.027267 homo_ev=-8.60
N 0.743 -8.014 3.358 -1.082 8.701 -8.888
C 0.623 -7.093 2.432 -0.019 -6.161 6.534
C 0.320 -5.894 1.355 1.875 -0.037 -0.918
O -0.120 -4.620 1.944 1.141 -2.043 3.008
C 0.156 -4.543 3.387 3.562 0.726 4.423
O 1.346 -4.355 3.964 -7.362 -1.121 -4.667
C -1.161 -4.646 4.395 -2.829 0.664 1.888
C -1.410 -3.356 5.389 -2.751 -3.172 0.319
C -2.718 -3.343 6.406 0.056 -2.946 -2.004
C -3.828 -4.592 6.471 4.228 -0.096 -3.183
C -3.523 -5.856 5.455 2.147 3.073 0.133
C -2.223 -5.894 4.439 -0.843 3.190 2.228
C -0.745 -6.277 0.168 -1.268 0.917 -0.631
C -1.653 -4.899 -0.098 -5.032 7.811 0.585
N -2.366 -3.794 -0.152 7.020 -10.487 0.289
C -1.826 -7.451 0.558 -1.333 0.104 -1.212
N -3.171 -6.996 -0.045 0.654 -1.278 0.843
C -0.040 -6.620 -1.292 0.244 -0.031 -1.091
C -0.721 -5.752 -2.530 -4.322 -0.728 -2.866
O -1.833 -6.256 -3.112 6.478 2.816 3.421
C -0.120 -4.292 -3.071 0.862 1.555 -0.210
C 1.304 -3.753 -2.418 -1.591 2.693 -2.688
C 1.917 -2.295 -2.889 -4.139 -1.818 -1.556
C 1.055 -1.422 -4.016 -0.730 -3.183 1.326
C -0.358 -1.972 -4.653 1.805 -2.397 2.807
C -0.992 -3.433 -4.201 4.277 1.937 1.960
H 1.358 -5.666 0.811 -2.106 -0.719 1.384
H -0.684 -2.432 5.396 -1.657 -2.277 -0.102
H -2.919 -2.415 7.115 0.651 -2.132 -1.825
H -4.767 -4.580 7.202 2.369 -0.040 -1.873
H -4.282 -6.748 5.446 1.835 1.940 -0.075
H -2.082 -6.833 3.754 -0.228 2.099 1.568
H -1.558 -8.457 0.000 0.114 1.947 1.688
H -2.027 -7.578 1.705 0.864 0.254 -2.268
H -3.927 -7.519 0.462 0.935 0.642 -1.082
H -3.192 -7.169 -1.075 -0.071 0.017 1.246
H 1.112 -6.416 -1.325 -2.172 -0.301 0.372
H -0.193 -7.760 -1.585 0.182 2.528 0.741
H 1.914 -4.380 -1.611 -1.611 1.462 -2.000
H 2.915 -1.877 -2.410 -2.387 -0.972 -1.239
H 1.536 -0.369 -4.305 -1.475 -2.702 0.508
H -0.954 -1.313 -5.422 1.403 -1.491 1.783
H -2.002 -3.828 -4.650 2.389 0.812 1.130
C 0.558 1.081 6.324 0.404 -0.155 0.065
N -0.777 0.646 5.832 -0.722 0.182 -0.624
O -1.173 -0.471 6.184 0.167 1.498 -0.533
O -1.389 1.438 5.106 0.748 -1.440 1.171
H 0.980 0.290 6.948 -0.248 0.239 -0.200
H 1.188 1.262 5.451 -0.230 0.099 0.087
H 0.413 1.995 6.905 0.032 -0.169 -0.211
C -5.432 -3.778 1.005 -0.007 -0.100 -0.240
N -5.690 -4.072 2.440 -0.109 0.023 0.968
O -6.093 -5.207 2.722 0.499 1.416 -0.045
O -5.481 -3.156 3.244 -0.415 -1.553 -1.058
H -5.657 -4.670 0.416 0.087 0.179 0.266
H -6.082 -2.950 0.716 0.192 -0.058 0.145
H -4.378 -3.508 0.908 -0.248 0.026 0.025
C -2.169 -6.580 -7.853 0.100 -0.289 -0.134
N -1.735 -5.416 -7.034 1.146 0.411 0.553
O -0.530 -5.327 -6.770 -2.123 0.129 -0.330
O -2.616 -4.624 -6.680 1.270 -0.853 -0.297
H -1.295 -7.189 -8.092 -0.161 0.269 0.144
H -2.886 -7.150 -7.260 0.028 0.215 -0.139
H -2.627 -6.189 -8.764 -0.077 -0.042 0.223
C 0.852 1.066 -0.608 0.005 -0.155 0.344
N 0.411 1.309 -2.008 -0.207 0.191 -0.668
O -0.786 1.558 -2.189 1.668 -0.282 -0.146
O 1.280 1.242 -2.886 -1.445 0.375 1.201
H -0.011 1.156 0.055 0.150 -0.017 -0.288
H 1.269 0.057 -0.564 -0.052 0.144 -0.126
H 1.606 1.818 -0.365 -0.181 -0.408 -0.143
C -5.235 -3.672 -7.700 0.336 0.023 -0.106
N -6.188 -4.336 -8.630 -0.806 -0.322 -0.569
O -5.722 -5.162 -9.423 -0.804 1.004 0.945
O -7.377 -4.010 -8.537 1.727 -0.645 -0.311
H -4.230 -4.054 -7.892 -0.531 0.104 0.024
H -5.283 -2.598 -7.890 -0.168 -0.187 0.114
H -5.549 -3.910 -6.681 -0.003 0.131 -0.199
C 2.338 5.191 -2.568 -0.050 -0.271 0.170
N 2.080 4.897 -1.133 -0.155 0.276 0.662
O 1.677 3.762 -0.851 0.497 1.749 0.105
O 2.289 5.813 -0.329 -0.384 -1.588 -0.849
H 2.113 4.299 -3.157 0.063 0.172 0.391
H 1.687 6.019 -2.857 0.219 -0.041 0.157
H 3.391 5.461 -2.665 -0.488 -0.036 0.356
C -1.818 -0.016 9.316 -0.193 0.096 -0.300
N -0.523 0.323 9.965 0.768 0.103 0.810
O 0.360 0.808 9.247 -0.972 -0.572 1.213
O -0.429 0.094 11.176 0.060 0.449 -1.967
H -1.759 0.236 8.256 0.041 -0.127 0.413
H -1.981 -1.088 9.449 0.006 0.220 0.088
H -2.597 0.568 9.810 0.158 -0.209 0.052
C 5.747 6.748 0.372 -0.314 -0.097 0.199
N 6.172 6.361 -1.000 0.293 -0.215 -0.795
O 5.410 5.629 -1.643 1.292 0.959 0.585
O 7.258 6.803 -1.393 -1.596 -0.737 0.325
H 4.779 6.290 0.584 0.229 0.090 -0.145
H 6.507 6.384 1.067 -0.069 0.199 -0.161
H 5.674 7.837 0.399 0.190 -0.236 0.045
C 3.484 4.922 -7.007 -0.012 -0.207 -0.363
N 3.225 4.628 -5.571 -0.189 -0.523 0.625
O 2.822 3.494 -5.290 0.615 1.794 -0.103
O 3.434 5.545 -4.768 -0.110 -1.166 -1.717
H 3.258 4.031 -7.596 -0.012 0.150 0.266
H 2.833 5.750 -7.296 0.214 -0.068 0.133
H 4.537 5.193 -7.103 -0.228 0.093 0.099
C -3.148 3.468 -0.413 0.292 0.032 0.122
N -4.269 4.100 -1.159 -0.786 0.482 -0.505
O -4.167 5.304 -1.420 -0.367 -1.657 0.226
O -5.219 3.369 -1.462 1.300 1.209 0.354
H -2.385 4.224 -0.214 -0.272 -0.120 -0.119
H -3.555 3.075 0.522 0.013 -0.031 -0.247
H -2.745 2.668 -1.038 -0.138 0.063 0.151
C 3.430 11.191 0.811 -0.198 0.251 -0.197
N 4.742 10.491 0.861 0.773 -0.323 0.035
O 5.583 10.803 0.010 -1.172 -0.705 1.325
O 4.891 9.649 1.754 0.048 1.170 -1.325
H 3.440 11.900 -0.020 0.133 -0.234 0.202
H 2.658 10.434 0.662 0.161 0.090 0.185
H 3.298 11.712 1.761 -0.010 -0.237 -0.113
C 8.619 10.484 -0.295 -0.105 -0.197 0.033
N 9.564 11.591 0.015 0.681 0.697 0.232
O 10.032 11.631 1.159 -0.504 0.187 -1.603
O 9.808 12.388 -0.898 -0.236 -1.034 1.438
H 8.497 9.863 0.595 0.081 0.253 -0.194
H 7.667 10.935 -0.584 0.404 -0.135 -0.029
H 9.049 9.904 -1.114 -0.108 0.188 0.073
C -6.164 -9.414 6.471 0.118 -0.281 -0.163
N -5.731 -8.251 7.289 0.381 0.819 0.700
O -4.526 -8.162 7.554 -1.760 0.042 -0.250
O -6.612 -7.459 7.644 1.385 -1.034 -0.462
H -5.290 -10.024 6.232 -0.157 0.247 0.141
H -6.882 -9.985 7.064 0.037 0.213 -0.154
H -6.623 -9.024 5.560 -0.049 -0.033 0.243
C 5.254 8.299 5.372 0.337 0.010 0.076
N 4.301 7.635 4.442 -0.756 -0.461 -0.746
O 4.767 6.809 3.648 -0.841 1.096 0.984
O 3.112 7.961 4.534 1.768 -0.593 -0.261
H 6.259 7.918 5.179 -0.323 0.037 -0.041
H 5.206 9.373 5.181 -0.111 -0.212 0.095
H 4.940 8.061 6.390 -0.046 0.144 -0.207
C -0.709 0.887 -7.837 -0.234 0.170 0.247
N 0.633 1.137 -8.430 1.054 0.142 -0.490
O 1.252 2.130 -8.030 -0.682 -1.373 -0.703
O 1.026 0.330 -9.280 -0.463 1.306 1.271
H -0.925 1.671 -7.109 0.176 -0.165 -0.200
H -1.437 0.905 -8.651 0.189 -0.141 0.115
H -0.678 -0.092 -7.353 0.009 0.124 -0.248


25
Properties=species:S:1:pos:R:3:forces:R:3 method="wB97M-V/def2-TZVPD" e_tot_ha=-4690.067242 homo_ev="1.24 / 1.67" charge=-2
C 3.707 3.482 -0.918 2.537 1.869 5.431
I 2.731 2.305 -1.910 -3.920 -8.525 -12.466
H 2.383 2.889 -0.598 -0.619 3.197 6.585
H 3.827 4.463 -1.040 -0.054 3.659 -0.992
H 4.560 2.947 -0.692 1.911 -0.396 1.305
C 0.501 -2.154 -3.137 0.914 -2.828 0.459
C -1.408 -1.259 -2.271 -0.057 -3.642 -2.677
N -0.499 -2.283 -2.212 1.143 -1.890 -0.530
H 0.800 -0.431 -4.500 0.116 -0.759 0.778
I -4.398 1.479 -0.285 -0.133 -0.174 -0.285
N -0.716 -0.337 -3.039 -1.094 1.434 0.335
H 1.245 -2.933 -3.424 -0.865 0.777 0.637
Lu -1.761 -0.081 -0.724 -1.957 3.333 4.914
C -0.202 1.614 -0.204 3.332 -0.193 -1.359
O -1.111 2.118 0.278 -2.436 1.661 1.214
C 0.343 -0.979 -3.653 0.627 4.705 -3.558
C -1.432 0.881 -3.383 0.650 0.204 -0.955
H -1.907 0.812 -4.352 -0.594 -0.449 -0.575
H -0.780 1.729 -3.500 0.638 0.321 0.343
H -2.237 1.206 -2.698 0.354 -0.500 -0.048
C -0.610 -3.396 -1.368 -0.041 -1.705 1.207
H 0.159 -4.182 -1.471 0.066 0.681 -0.480
H -1.547 -3.906 -1.478 -0.924 -0.318 -0.485
H -0.609 -3.120 -0.326 0.251 0.490 0.515
Se -0.582 -0.938 1.288 0.154 -0.951 0.687